No. 1
{
  "formula": "C3H6OP",
  "method": "wB97M-V/def2-TZVPD",
  "orbital_gap_ev": [7.09, 7.10],
  "total_charge": 1,
  "elements": ["C", "C", "C", "O", "P", "H", "H", "H", "H", "H", "H"],
  "xyz": [[-0.6143, 0.1759, 0.3681], [-0.2034, -1.2160, -0.1231], [0.4369, 1.1764, -0.1490], [1.1355, -1.4208, 0.0116], [2.0811, 0.4822, 0.0170], [-1.6080, 0.4358, 0.0081], [-0.6300, 0.1899, 1.4574], [-0.7164, -1.9925, 0.4557], [-0.5038, -1.3503, -1.1742], [0.2988, 1.3769, -1.2258], [0.3235, 2.1426, 0.3541]]
}

=====

No. 2
{
  "formula": "C5H9NS",
  "method": "wB97M-V/def2-TZVPD",
  "orbital_gap_ev": [7.86, 8.05],
  "elements": ["C", "C", "C", "C", "C", "N", "S", "H", "H", "H", "H", "H", "H", "H", "H", "H"],
  "xyz": [[1.8650, 0.0652, -1.0300], [1.1889, 1.1556, -0.2699], [0.1243, -1.1059, 0.6807], [-1.3090, -1.2508, 0.0282], [1.1856, -0.1357, 0.3618], [-2.4082, 1.0724, 0.5050], [-2.0378, 0.1297, -0.7884], [1.3984, -0.2496, -1.9632], [2.9982, 0.0365, -1.0357], [1.8005, 1.7282, 0.3875], [0.3444, 1.5049, -0.7067], [-0.1103, -0.7842, 1.6840], [0.5414, -2.1355, 0.7564], [-1.2834, -1.9384, -0.7948], [-2.8287, 0.5873, 1.2542], [-1.4693, 1.3204, 0.9310]]
}

=====

No. 3
{
  "formula": "C26H28N2O3S",
  "method": "wB97M-V/def2-TZVPD",
  "orbital_gap_ev": 8.28,
  "smiles": "COc1ccc(CCNC(=O)c2ccc3c(c2)N(Cc2ccccc2)CCS3)c(OC)c1",
  "elements": ["C", "O", "C", "C", "C", "C", "C", "C", "N", "C", "O", "C", "C", "C", "C", "C", "C", "N", "C", "C", "C", "C", "C", "C", "C", "C", "C", "S", "C", "O", "C", "C", "H", "H", "H", "H", "H", "H", "H", "H", "H", "H", "H", "H", "H", "H", "H", "H", "H", "H", "H", "H", "H", "H", "H", "H", "H", "H", "H", "H"],
  "xyz": [[-6.3047, -3.2650, 1.1826], [-6.7774, -2.0686, 0.6153], [-5.8843, -1.2055, 0.0571], [-6.4159, -0.0372, -0.4816], [-5.5777, 0.8852, -1.0704], [-4.2056, 0.6917, -1.1444], [-3.3362, 1.7403, -1.7851], [-2.8163, 2.7563, -0.7582], [-1.7057, 2.2036, -0.0217], [-0.5760, 2.8924, 0.2481], [-0.4512, 4.0851, 0.0450], [0.5041, 2.0389, 0.8312], [1.2416, 2.4796, 1.9259], [2.2206, 1.6652, 2.4494], [2.5060, 0.4230, 1.8882], [1.7975, -0.0239, 0.7642], [0.7922, 0.8082, 0.2665], [1.9871, -1.2733, 0.1608], [2.2364, -1.3038, -1.2761], [3.6455, -0.8987, -1.6353], [4.0446, 0.4253, -1.4853], [5.3515, 0.7960, -1.7448], [6.2724, -0.1493, -2.1657], [5.8802, -1.4667, -2.3293], [4.5742, -1.8394, -2.0617], [2.6938, -2.2644, 0.9362], [4.0535, -1.8008, 1.4480], [3.7964, -0.4898, 2.6778], [-3.6772, -0.4802, -0.5911], [-2.3133, -0.6350, -0.6607], [-1.7383, -1.8230, -0.1704], [-4.5125, -1.4224, -0.0018], [-7.1865, -3.7801, 1.5600], [-5.6172, -3.0740, 2.0135], [-5.8105, -3.8978, 0.4377], [-7.4804, 0.1209, -0.4299], [-5.9975, 1.7865, -1.4917], [-2.4848, 1.2712, -2.2806], [-3.9232, 2.2731, -2.5342], [-2.4530, 3.6635, -1.2493], [-3.6278, 3.0353, -0.0743], [-1.7400, 1.2123, 0.1578], [1.0343, 3.4472, 2.3539], [2.7996, 1.9811, 3.3042], [0.2291, 0.4839, -0.5956], [2.0347, -2.3214, -1.6253], [1.5312, -0.6297, -1.7648], [3.3299, 1.1658, -1.1558], [5.6507, 1.8257, -1.6185], [7.2927, 0.1407, -2.3674], [6.5928, -2.2074, -2.6615], [4.2735, -2.8708, -2.1859], [2.8187, -3.1570, 0.3184], [2.0687, -2.5282, 1.7981], [4.5800, -2.6037, 1.9615], [4.6739, -1.4109, 0.6420], [-0.6660, -1.7311, -0.3376], [-2.1144, -2.7004, -0.7057], [-1.9176, -1.9429, 0.9030], [-4.0944, -2.3230, 0.4145]]
}

=====

What did we get for ΔE to the lowest compared entry with this formula, charge and spin? Answer: 1.9295, 6.1177, 0.1515 eV, in the order shown.
What did we get for DFT total energy? Answer: -14533.8812, -17650.0759, -47374.7519 eV, in the order shown.
What did we get for molar mass? Answer: 89.1, 115.2, 448.6 g/mol, in the order shown.